1.
The following is a quantum chemistry calculation of a structure of composition C4H12O7Sr3 at a distorted geometry, from the Open Molecules 2025 dataset.

```
26
Properties=species:S:1:pos:R:3:nbo_charge:R:1
Sr -0.536 -1.991 -3.296 1.9727
Sr -2.788 -0.923 0.045 1.9218
Sr -1.290 3.062 0.020 1.9721
C 1.869 -0.772 0.224 -0.7644
C 0.438 -0.506 -0.072 0.8412
O -0.199 -1.393 -0.688 -0.9401
O -0.123 0.552 0.349 -0.9100
H 1.927 -1.619 0.908 0.3131
H 2.291 0.057 0.792 0.2570
H 2.343 -0.981 -0.735 0.2527
C -2.704 1.877 -3.800 -0.7646
C -2.551 1.088 -2.486 0.8420
O -2.912 1.585 -1.392 -0.8865
O -2.228 -0.167 -2.519 -0.9640
H -1.727 2.031 -4.257 0.2591
H -3.009 2.914 -3.661 0.2728
H -3.339 1.401 -4.547 0.3050
O 1.596 -3.459 3.419 -0.9594
H 1.149 -3.929 4.123 0.4816
H 1.175 -2.599 3.399 0.4597
O 2.861 2.248 2.038 -0.9311
H 3.579 1.628 2.168 0.4955
H 2.806 2.356 1.089 0.4467
O 0.641 -0.964 3.272 -0.8838
H 0.978 -0.338 2.631 0.4697
H -0.247 -1.159 2.975 0.4410
```

Summary:
Strongest force on any atom = 3.0 eV/A
Charge = +4
LUMO energy = -14.156 eV
E = -777.076146 Ha
Spin multiplicity = 1
E_HOMO = -0.7012 Eh

=====

2.
The following is a quantum chemistry calculation of a cluster of 2 separate species, C3H8N2O2 in total at a distorted geometry, from the Open Molecules 2025 dataset.

```
15
Properties=species:S:1:pos:R:3:nbo_charge:R:1
N -1.417 1.811 -1.608 -0.8402
C -0.856 0.845 -0.769 0.7658
O -1.660 0.286 0.005 -0.6907
N 0.458 0.526 -0.806 -0.7280
C 1.408 -0.697 0.450 -0.0319
C 0.589 -1.437 1.503 -0.1285
O -0.521 -1.740 0.718 -0.7625
H -2.351 2.067 -1.296 0.4042
H -0.867 2.603 -1.898 0.3792
H 0.967 1.023 -1.551 0.3795
H 1.977 0.164 0.728 0.1959
H 1.820 -1.404 -0.269 0.2108
H 0.378 -0.844 2.419 0.1644
H 1.092 -2.371 1.899 0.1983
H -1.018 -0.831 0.474 0.4839
```

Summary:
Strongest force on any atom = 1.6 eV/A
LUMO energy = 0.384 eV
E = -379.031410 Ha
Spin multiplicity = 1
E_HOMO = -0.3436 Eh

=====

3.
The following is a quantum chemistry calculation of the ion CH6N3 with charge +1 at a distorted geometry, from the Open Molecules 2025 dataset.

```
10
Properties=species:S:1:pos:R:3:nbo_charge:R:1
N -2.098 0.406 0.001 -0.6979
C -0.934 -0.092 -0.237 0.3381
N 0.315 0.542 0.349 -0.4951
N 1.709 0.220 -0.057 -0.5133
H -2.896 0.154 -0.534 0.4435
H -2.033 1.196 0.587 0.4308
H -0.894 -1.004 -0.931 0.2039
H 1.744 0.063 -1.071 0.4215
H 1.997 -0.588 0.382 0.4202
H 2.237 1.030 0.190 0.4484
```

Summary:
Strongest force on any atom = 7.2 eV/A
SMILES = N/C=N/[NH3+]
Charge = +1
LUMO energy = -3.649 eV
E = -205.625098 Ha
Spin multiplicity = 1
E_HOMO = -0.5179 Eh

=====

4.
The following is a quantum chemistry calculation of an isolated molecule of C3H8N2O2 at a distorted geometry, from the Open Molecules 2025 dataset.

```
15
Properties=species:S:1:pos:R:3:nbo_charge:R:1
N 2.337 0.955 0.215 -0.8227
C 1.267 -0.028 0.137 -0.3333
C 0.218 0.531 -0.848 0.6964
O 0.538 1.058 -1.887 -0.5926
N -1.119 0.421 -0.504 -0.6571
C -1.697 -0.718 0.101 0.0848
O -1.391 -0.759 1.518 -0.7613
H 3.243 0.516 0.206 0.3543
H 2.359 1.463 -0.661 0.3722
H 1.592 -1.011 -0.215 0.1974
H 0.686 -0.106 1.054 0.2247
H -1.765 0.962 -1.053 0.4056
H -1.355 -1.692 -0.255 0.1648
H -2.783 -0.795 0.065 0.1848
H -2.133 -0.799 2.126 0.4821
```

Summary:
Strongest force on any atom = 2.8 eV/A
SMILES = NCC(=O)NCO
LUMO energy = 0.620 eV
E = -379.084703 Ha
Spin multiplicity = 1
E_HOMO = -0.3478 Eh

=====

5.
The following is a quantum chemistry calculation of a structure of composition C34H27BFHfN14O2, from the Open Molecules 2025 dataset.

```
80
Properties=species:S:1:pos:R:3:lowdin_spin:R:1
Hf 0.109 -0.045 0.704 0.0215
C 4.314 -1.562 0.444 0.0005
C 3.059 -1.489 1.029 0.0019
N 2.178 -0.942 0.180 0.0028
N 2.858 -0.677 -0.971 -0.0002
C 4.144 -1.021 -0.815 -0.0007
B 2.074 -0.034 -2.151 -0.0001
N 0.742 -0.834 -2.319 0.0002
C 0.519 -1.656 -3.355 0.0000
C -0.484 -2.543 -3.022 0.0000
C -0.830 -2.200 -1.727 -0.0001
N -0.111 -1.153 -1.293 0.0008
N 1.744 1.420 -1.713 0.0053
C 2.236 2.590 -2.133 0.0113
C 1.687 3.601 -1.360 0.0006
C 0.847 2.945 -0.478 0.0308
N 0.880 1.615 -0.695 0.0476
N 2.815 -0.049 -3.450 0.0000
C 3.645 -0.981 -4.003 0.0000
C 3.777 -0.694 -5.332 0.0000
C 2.959 0.438 -5.527 0.0001
N 2.367 0.813 -4.411 0.0005
H 5.219 -1.955 0.872 0.0000
H 2.746 -1.780 2.018 0.0000
H 4.866 -0.848 -1.595 0.0000
H 1.094 -1.557 -4.262 0.0000
H -0.901 -3.327 -3.629 0.0000
H -1.568 -2.661 -1.099 0.0000
H 2.910 2.627 -2.972 0.0005
H 1.857 4.660 -1.449 -0.0003
H 0.203 3.355 0.285 0.0034
H 4.044 -1.806 -3.438 0.0000
H 4.372 -1.220 -6.058 0.0000
H 2.781 0.989 -6.437 0.0000
O 0.487 -2.984 3.561 0.0002
C 0.006 -2.243 2.754 -0.0003
O 0.572 -1.117 2.341 -0.0013
C -1.348 -2.489 2.137 -0.0001
C -2.117 -3.520 2.691 0.0000
C -3.393 -3.683 2.243 0.0000
C -3.871 -2.856 1.211 0.0000
C -5.190 -3.009 0.708 0.0000
C -5.629 -2.253 -0.334 0.0000
C -4.745 -1.333 -0.940 0.0000
C -3.477 -1.155 -0.468 0.0000
C -3.008 -1.884 0.650 0.0000
N -1.737 -1.676 1.164 0.0003
H -1.677 -4.125 3.470 0.0000
H -4.040 -4.445 2.661 0.0000
H -5.833 -3.748 1.169 0.0000
H -6.633 -2.373 -0.718 0.0000
H -5.074 -0.770 -1.805 0.0000
H -2.805 -0.500 -0.989 0.0000
N -2.629 1.072 4.156 0.0006
C -1.480 0.551 3.734 0.0002
N -1.359 0.801 2.438 0.0017
C -2.495 1.481 2.136 0.0002
N -3.299 1.672 3.148 -0.0001
C -2.716 1.884 0.749 -0.0001
C -3.772 2.682 0.329 0.0002
N -3.916 3.017 -0.945 0.0001
C -3.000 2.561 -1.796 0.0003
C -1.936 1.773 -1.386 0.0007
N -1.799 1.421 -0.103 0.0006
H -3.021 1.060 5.086 0.0000
H -0.779 0.022 4.360 0.0001
H -4.502 3.045 1.042 0.0000
H -3.104 2.831 -2.839 0.0000
H -1.202 1.404 -2.090 0.0001
F 4.610 3.016 4.261 0.0617
C 3.666 2.575 3.467 0.1466
C 4.020 2.058 2.219 0.0153
C 3.002 1.658 1.396 0.1119
C 1.654 1.560 1.864 0.3773
C 1.340 2.301 3.041 0.0946
C 2.329 2.721 3.886 0.0529
H 5.061 2.035 1.927 -0.0011
H 3.242 1.330 0.393 0.0052
H 0.310 2.444 3.335 0.0041
H 2.131 3.169 4.851 0.0012
```

Summary:
Strongest force on any atom = 0.6 eV/A
Charge = +2
LUMO energy (alpha / beta) = -6.242 / -8.191 eV
E = -2401.412769 Ha
Spin multiplicity = 2
E_HOMO (alpha / beta) = -0.5115 / -0.5114 Eh

=====

6.
The following is a quantum chemistry calculation of a cluster of 2 separate species, C10H13S2 in total at a distorted geometry, from the Open Molecules 2025 dataset.

```
25
Properties=species:S:1:pos:R:3:nbo_charge:R:1
C -2.229 2.542 1.271 -0.1775
C -0.824 2.615 1.286 -0.1725
C -2.928 1.453 0.751 -0.1614
C -0.076 1.724 0.506 -0.2496
C -2.159 0.504 -0.009 -0.1935
C -0.796 0.617 0.038 -0.1885
C 0.365 0.258 -2.389 -0.5790
C 3.052 -2.962 0.148 -0.5751
C -0.810 -1.986 -1.187 -0.7936
C 1.904 -0.664 0.851 -0.7961
S 1.937 -2.365 1.193 0.6987
S 0.150 -0.613 -0.963 1.0707
H -2.769 3.285 1.845 0.2324
H -0.403 3.460 1.827 0.2401
H -3.963 1.305 0.925 0.2384
H 1.002 1.766 0.671 0.2387
H -2.720 -0.229 -0.493 0.2537
H 0.782 1.250 -2.447 0.2462
H 0.662 -0.196 -3.297 0.2344
H 3.361 -3.923 0.455 0.2379
H 3.517 -2.473 -0.621 0.2233
H -0.581 -2.573 -1.991 0.2330
H -0.716 -2.587 -0.248 0.2266
H 1.376 0.092 1.508 0.2659
H 2.863 -0.300 0.370 0.2470
```

Summary:
Strongest force on any atom = 3.7 eV/A
Charge = +1
LUMO energy (alpha / beta) = -5.143 / -5.318 eV
E = -1184.670228 Ha
Spin multiplicity = 1
E_HOMO (alpha / beta) = -0.4280 / -0.4290 Eh

=====

7.
The following is a quantum chemistry calculation of an isolated molecule of C6H10O, from the Open Molecules 2025 dataset.

```
17
Properties=species:S:1:pos:R:3:nbo_charge:R:1
C -0.364 0.044 -2.545 -0.5556
C -0.974 -0.537 0.334 -0.4545
C 0.074 -1.301 1.166 -0.4567
C 0.969 -0.202 1.684 -0.1338
C 0.707 0.978 1.117 -0.2608
C -0.334 0.821 0.040 0.0675
O 0.393 0.850 -1.241 -0.5504
H 0.435 0.338 -3.258 0.1240
H -1.242 -1.021 -0.610 0.2813
H -1.133 0.824 -2.723 0.1209
H -1.879 -0.371 0.928 0.2162
H 0.642 -2.015 0.553 0.2215
H -0.377 -1.879 1.982 0.2234
H 1.742 -0.373 2.429 0.2160
H 1.217 1.915 1.316 0.2239
H -1.049 1.641 -0.058 0.2071
H 1.174 0.288 -1.116 0.5099
```

Summary:
Strongest force on any atom = 0.5 eV/A
LUMO energy = 0.790 eV
E = -309.689186 Ha
Spin multiplicity = 1
E_HOMO = -0.2708 Eh

=====

8.
The following is a quantum chemistry calculation of a cluster of 2 separate species, C4H9O3 in total at a distorted geometry, from the Open Molecules 2025 dataset.

```
16
Properties=species:S:1:pos:R:3:nbo_charge:R:1
C -1.840 -0.570 1.390 -0.0648
C -1.307 0.698 0.844 -0.6583
O -0.752 -1.340 1.659 -0.8236
H -2.546 -0.629 2.259 0.1423
H -2.304 -1.120 0.608 0.1436
H -1.475 1.596 1.479 0.1782
H 0.011 -1.257 0.838 0.5231
H -1.512 0.890 -0.205 0.2159
H -0.191 0.704 0.899 0.2403
C 1.599 1.411 -0.356 -0.7522
C 1.008 0.150 -1.106 0.7837
O 0.851 0.317 -2.302 -0.7467
O 0.628 -0.911 -0.544 -0.8053
H 2.689 1.408 -0.646 0.2060
H 1.542 1.481 0.651 0.1915
H 1.205 2.265 -1.022 0.2262
```

Summary:
Strongest force on any atom = 5.7 eV/A
Charge = -1
LUMO energy = 4.140 eV
E = -383.538016 Ha
Spin multiplicity = 1
E_HOMO = -0.1659 Eh

=====

9.
The following is a quantum chemistry calculation of a cluster of 2 separate species, C2H4ClP in total at a distorted geometry, from the Open Molecules 2025 dataset.

```
8
Properties=species:S:1:pos:R:3:nbo_charge:R:1
C 0.064 -0.156 0.739 -0.6715
C -0.083 -0.267 -0.746 -0.6304
P 1.321 -1.420 0.028 0.8144
Cl 3.584 0.355 -0.049 -0.5081
H 0.377 0.717 1.170 0.2524
H -0.795 -0.616 1.395 0.2394
H -0.833 -0.958 -1.066 0.2321
H 0.182 0.632 -1.360 0.2716
```

Summary:
Strongest force on any atom = 4.4 eV/A
LUMO energy = -2.053 eV
E = -880.059382 Ha
Spin multiplicity = 1
E_HOMO = -0.3621 Eh

=====

10.
The following is a quantum chemistry calculation of a structure of composition C5H13N2O at a distorted geometry, from the Open Molecules 2025 dataset.

```
21
Properties=species:S:1:pos:R:3:lowdin_spin:R:1
O 1.204 0.897 -0.466 0.0249
C 0.233 0.239 -0.716 0.0345
N -0.620 1.012 -2.241 0.0041
C -0.052 2.202 -2.616 -0.0052
C -0.925 0.133 0.334 0.0541
N -0.416 -0.034 1.688 0.6383
C 0.634 -0.928 2.059 0.1098
C 0.306 -2.427 1.881 0.0330
H -0.685 0.433 -3.101 -0.0002
H 1.053 2.145 -2.457 -0.0029
H -0.233 2.472 -3.657 0.0027
H -0.356 2.966 -1.896 -0.0038
H -1.494 1.057 0.298 -0.0010
H -1.609 -0.693 0.127 0.0163
H -0.277 0.869 2.157 0.0130
H 0.310 -0.602 -1.475 0.0053
H 1.561 -0.659 1.518 0.0672
H 0.845 -0.733 3.099 0.0054
H -0.130 -2.812 2.798 0.0052
H 1.120 -3.042 1.552 -0.0008
H -0.467 -2.494 1.113 0.0003
```

Summary:
Strongest force on any atom = 2.7 eV/A
Charge = +2
LUMO energy (alpha / beta) = -13.096 / -13.092 eV
E = -382.137663 Ha
Spin multiplicity = 2
E_HOMO (alpha / beta) = -0.7219 / -0.7345 Eh

=====

11.
The following is a quantum chemistry calculation of a structure of composition C41H50As3F3N2NiSb, from the Open Molecules 2025 dataset.

```
101
Properties=species:S:1:pos:R:3:lowdin_spin:R:1
Ni -0.045 -0.145 0.127 1.5685
C -1.501 -2.930 -0.102 0.0103
N -1.516 -1.498 0.261 0.0494
C -2.656 -0.926 0.464 -0.0016
C -2.701 0.487 0.610 0.0016
C -3.707 1.382 0.972 -0.0034
C -3.099 2.643 1.010 0.0018
C -1.754 2.450 0.670 0.0054
N -1.511 1.153 0.420 0.0607
C -2.296 -3.822 0.815 0.0019
C -1.913 -4.038 2.138 0.0002
C -2.662 -4.862 2.964 0.0000
C -3.805 -5.486 2.472 0.0002
C -4.188 -5.287 1.154 0.0001
C -3.433 -4.458 0.331 0.0006
H -0.461 -3.255 -0.156 0.0019
H -1.907 -3.024 -1.110 0.0004
H -3.575 -1.513 0.506 0.0006
H -4.737 1.138 1.189 -0.0001
H -3.564 3.586 1.254 0.0007
H -0.976 3.195 0.578 0.0005
H -1.010 -3.572 2.521 0.0001
H -2.352 -5.026 3.989 0.0000
H -4.389 -6.131 3.115 0.0000
H -5.073 -5.773 0.763 0.0000
H -3.736 -4.295 -0.699 0.0001
C 0.811 1.323 3.875 0.0246
As 0.245 -0.112 2.698 0.0785
C -1.353 -0.623 3.663 0.0117
C 1.424 -1.625 3.114 0.0101
C 2.923 -1.546 2.751 0.0004
C 3.551 -2.876 3.198 0.0004
C 3.196 -1.444 1.233 0.0067
As 2.405 -0.041 0.131 0.0366
C 3.285 1.601 0.646 0.0060
C 3.320 -0.447 -1.516 0.0060
C 3.652 -0.391 3.458 0.0001
As 3.624 -0.420 5.432 0.0004
C 4.243 1.424 5.630 0.0001
C 5.365 -1.262 5.717 0.0001
H 1.633 1.904 3.465 0.0002
H 1.096 0.896 4.835 0.0037
H -0.050 1.976 4.007 0.0001
H -1.069 -1.107 4.597 0.0024
H -1.974 -1.288 3.073 0.0002
H -1.910 0.288 3.876 0.0000
H 0.974 -2.467 2.574 0.0000
H 1.317 -1.845 4.178 0.0021
H 3.103 -3.715 2.661 0.0000
H 3.392 -3.046 4.265 0.0001
H 4.628 -2.883 3.011 0.0001
H 2.895 -2.370 0.734 -0.0001
H 4.273 -1.346 1.078 0.0012
H 4.327 1.390 0.876 0.0009
H 2.798 2.047 1.509 0.0000
H 3.220 2.296 -0.189 0.0000
H 4.394 -0.501 -1.345 0.0006
H 3.105 0.331 -2.246 0.0002
H 2.961 -1.401 -1.891 0.0002
H 3.244 0.574 3.163 0.0000
H 4.703 -0.390 3.155 0.0001
H 3.432 2.120 5.421 0.0001
H 5.082 1.630 4.963 0.0000
H 4.565 1.569 6.661 0.0000
H 5.289 -2.344 5.628 0.0000
H 5.692 -1.022 6.728 0.0000
H 6.103 -0.887 5.007 0.0000
F 1.625 -0.998 -8.246 -0.0002
C 1.172 -0.777 -7.004 -0.0006
C 1.922 -1.220 -5.936 0.0003
C 1.440 -0.981 -4.652 0.0014
C 0.234 -0.312 -4.453 0.0267
C -0.499 0.116 -5.565 0.0042
C -0.031 -0.114 -6.848 0.0015
Sb -0.579 0.089 -2.536 0.0529
C -2.446 -0.847 -2.925 0.0051
C -2.368 -2.096 -3.547 0.0016
C -3.508 -2.845 -3.805 -0.0002
C -4.730 -2.322 -3.433 0.0013
F -5.839 -3.041 -3.667 0.0004
C -4.855 -1.088 -2.830 0.0001
C -3.703 -0.351 -2.578 0.0015
C -0.927 2.150 -2.857 0.0050
C 0.070 2.857 -3.532 0.0015
C -0.051 4.221 -3.761 -0.0002
C -1.187 4.860 -3.308 0.0012
F -1.317 6.179 -3.526 0.0004
C -2.193 4.201 -2.634 -0.0001
C -2.050 2.839 -2.403 0.0014
H 2.855 -1.738 -6.113 0.0001
H 2.022 -1.333 -3.811 0.0004
H -1.442 0.637 -5.437 0.0006
H -0.581 0.211 -7.722 0.0002
H -1.409 -2.499 -3.855 0.0000
H -3.461 -3.811 -4.292 0.0000
H -5.837 -0.715 -2.568 0.0000
H -3.811 0.603 -2.087 0.0001
H 0.945 2.345 -3.918 0.0000
H 0.707 4.782 -4.289 0.0000
H -3.059 4.749 -2.287 0.0000
H -2.816 2.341 -1.828 0.0000
```

Summary:
Strongest force on any atom = 0.5 eV/A
Charge = +1
LUMO energy (alpha / beta) = -2.106 / -3.105 eV
E = -10457.077281 Ha
Spin multiplicity = 3
E_HOMO (alpha / beta) = -0.3769 / -0.3801 Eh

=====

12.
The following is a quantum chemistry calculation of a structure of composition C4H8O2 at a distorted geometry, from the Open Molecules 2025 dataset.

```
14
Properties=species:S:1:pos:R:3:nbo_charge:R:1
C -1.117 1.391 0.037 -0.6548
C 0.285 0.963 0.390 0.0651
O 0.395 0.177 1.571 -0.4721
C 0.683 -0.448 0.284 -0.0698
C -0.400 -1.531 -0.554 -0.0708
O -1.367 -1.869 0.382 -0.7243
H -1.815 0.565 0.209 0.2407
H -1.167 1.697 -1.013 0.2167
H -1.424 2.241 0.656 0.2263
H 1.071 1.707 0.269 0.1861
H 1.726 -0.748 0.213 0.2002
H 0.236 -2.374 -0.837 0.1728
H -0.755 -0.935 -1.395 0.1738
H -0.539 -1.367 0.833 0.5103
```

Summary:
Strongest force on any atom = 5.0 eV/A
LUMO energy = 0.971 eV
E = -307.546817 Ha
Spin multiplicity = 1
E_HOMO = -0.3732 Eh